Entry from the OMol25 dataset: 12 unconnected molecules or ions with the total composition C40H84O28S2 at a distorted geometry (wB97M-V/def2-TZVPD).

Summary:
E   -4477.408148 a.u.
Frontier orbital gap   0.351 Ha
HOMO   -9.236 eV
SMILES   CCOS(C)(=O)=O.CCOS(C)(=O)=O.COC(=O)OC.COC(=O)OC.COC(=O)OC.COC(=O)OC.COC(=O)OC.COC(=O)OC.C1CCOC1.C1CCOC1.C1CCOC1.C1CCOC1

Last column: Löwdin charge in e.
Element x y z (Å)
C (22.225, 13.135, 0.568)  -0.0420
C (22.986, 12.006, 1.207)  -0.3310
O (23.673, 12.543, 2.287)  -0.2760
S (24.234, 11.449, 3.421)  0.7586
C (22.670, 11.253, 4.390)  -0.0871
O (24.582, 10.163, 2.733)  -0.3208
O (25.236, 12.220, 4.231)  -0.3216
H (21.510, 12.815, -0.190)  0.0490
H (22.916, 13.820, 0.076)  0.0729
H (21.705, 13.713, 1.331)  0.0933
H (22.275, 11.232, 1.495)  0.0923
H (23.706, 11.635, 0.477)  0.0950
H (22.758, 11.644, 5.403)  0.0687
H (22.334, 10.221, 4.295)  0.0614
H (21.951, 11.920, 3.915)  0.0611
C (16.511, 14.151, -9.311)  -0.0577
C (17.267, 13.019, -8.601)  -0.2853
O (18.480, 12.801, -9.334)  -0.2828
S (19.647, 11.892, -8.534)  0.7131
C (20.293, 13.270, -7.389)  -0.0924
O (18.985, 10.922, -7.657)  -0.3180
O (20.709, 11.537, -9.491)  -0.2985
H (15.973, 13.730, -10.161)  0.0733
H (17.144, 14.940, -9.717)  0.0828
H (15.642, 14.484, -8.744)  0.0775
H (17.558, 13.316, -7.593)  0.1043
H (16.668, 12.109, -8.604)  0.1099
H (21.311, 12.980, -7.130)  0.0453
H (19.787, 13.187, -6.428)  0.0418
H (20.141, 14.174, -7.980)  0.0716
C (21.439, 9.292, -0.291)  -0.0384
O (20.847, 8.369, 0.623)  -0.0019
C (20.202, 8.867, 1.729)  -0.5544
O (20.132, 10.028, 2.121)  0.0935
O (19.633, 7.800, 2.285)  -0.0134
C (18.851, 7.902, 3.529)  0.0032
H (22.486, 9.452, -0.034)  0.0754
H (20.850, 10.186, -0.499)  0.0745
H (21.557, 8.862, -1.286)  0.0865
H (17.836, 8.187, 3.254)  0.0923
H (19.268, 8.685, 4.163)  0.0862
H (18.796, 6.986, 4.118)  0.0930
C (26.248, 13.751, 0.312)  -0.0206
O (26.210, 15.145, 0.009)  -0.0131
C (25.661, 15.557, -1.186)  -0.4694
O (25.175, 14.773, -1.992)  0.0943
O (25.810, 16.928, -1.347)  -0.0149
C (25.128, 17.602, -2.320)  -0.0827
H (26.610, 13.171, -0.536)  0.0759
H (25.243, 13.377, 0.509)  0.0681
H (26.862, 13.644, 1.206)  0.1103
H (25.371, 18.664, -2.292)  0.1042
H (24.057, 17.427, -2.214)  0.0771
H (25.387, 17.207, -3.302)  0.0991
C (15.004, 11.062, -2.248)  -0.0367
O (15.827, 11.785, -1.338)  0.0241
C (17.091, 11.976, -1.650)  -0.5897
O (17.609, 11.797, -2.732)  0.1200
O (17.679, 12.354, -0.487)  0.0014
C (19.120, 12.576, -0.470)  -0.0185
H (15.003, 9.998, -2.012)  0.0959
H (15.252, 11.220, -3.297)  0.0574
H (13.973, 11.390, -2.383)  0.0955
H (19.501, 11.604, -0.158)  0.0716
H (19.379, 13.352, 0.251)  0.0923
H (19.511, 12.875, -1.443)  0.0717
C (19.616, 9.718, -4.353)  -0.0816
O (20.395, 10.326, -3.394)  -0.0081
C (21.275, 11.319, -3.779)  -0.4924
O (21.364, 11.783, -4.931)  0.0863
O (22.079, 11.555, -2.752)  0.0116
C (23.097, 12.534, -2.910)  -0.0331
H (18.731, 10.325, -4.544)  0.0850
H (19.114, 8.819, -3.994)  0.0690
H (20.045, 9.386, -5.299)  0.0894
H (23.851, 12.295, -3.661)  0.0841
H (23.687, 12.683, -2.006)  0.0798
H (22.791, 13.509, -3.291)  0.0786
C (22.759, 6.060, -3.923)  -0.0523
O (22.801, 6.624, -5.205)  -0.0104
C (21.692, 6.986, -5.901)  -0.5578
O (20.557, 6.796, -5.544)  0.1130
O (22.062, 7.526, -7.073)  -0.0043
C (21.129, 8.183, -7.969)  -0.0149
H (23.753, 6.164, -3.486)  0.0841
H (22.467, 5.010, -3.904)  0.1022
H (22.140, 6.655, -3.252)  0.0868
H (21.409, 7.849, -8.968)  0.1017
H (21.073, 9.271, -7.922)  0.0601
H (20.101, 7.842, -7.841)  0.0891
C (17.397, 6.397, -5.918)  -0.0400
O (16.686, 7.462, -6.510)  -0.0001
C (16.315, 8.525, -5.778)  -0.5546
O (16.547, 8.687, -4.589)  0.1057
O (15.650, 9.336, -6.592)  0.0221
C (15.318, 10.612, -6.151)  -0.0503
H (17.927, 5.895, -6.727)  0.1003
H (16.718, 5.717, -5.404)  0.1012
H (18.086, 6.820, -5.187)  0.0588
H (14.938, 10.739, -5.137)  0.0784
H (14.612, 10.968, -6.901)  0.0987
H (16.120, 11.306, -6.402)  0.0844
C (25.878, 9.746, -3.047)  -0.1939
C (25.751, 8.860, -1.899)  -0.1956
C (25.389, 9.745, -0.753)  -0.1803
O (26.188, 10.923, -1.018)  -0.1594
C (26.547, 11.016, -2.458)  -0.1309
H (24.928, 10.111, -3.438)  0.0937
H (26.358, 9.224, -3.874)  0.1204
H (26.731, 8.401, -1.769)  0.1279
H (25.076, 8.028, -2.101)  0.1127
H (25.653, 9.365, 0.234)  0.1224
H (24.327, 9.988, -0.713)  0.0818
H (27.603, 10.918, -2.710)  0.1160
H (26.129, 11.947, -2.840)  0.0961
C (17.659, 8.187, -1.200)  -0.1292
C (16.571, 7.348, -0.516)  -0.1938
C (17.254, 6.085, -0.095)  -0.1816
O (18.256, 5.926, -1.134)  -0.1394
C (18.310, 7.070, -2.022)  -0.1741
H (18.285, 8.590, -0.404)  0.1064
H (17.224, 8.954, -1.841)  0.0932
H (15.743, 7.118, -1.185)  0.1131
H (16.102, 7.902, 0.297)  0.1109
H (16.499, 5.299, -0.107)  0.1182
H (17.755, 6.225, 0.862)  0.1073
H (17.784, 6.820, -2.944)  0.0989
H (19.345, 7.307, -2.269)  0.1045
C (24.496, 10.459, -6.605)  -0.1562
C (25.384, 11.746, -6.577)  -0.1719
C (25.941, 11.814, -7.938)  -0.2041
O (24.873, 11.286, -8.754)  -0.1431
C (23.890, 10.571, -7.978)  -0.1921
H (23.742, 10.324, -5.829)  0.0979
H (25.170, 9.603, -6.582)  0.1131
H (26.187, 11.744, -5.841)  0.1046
H (24.760, 12.589, -6.280)  0.1094
H (26.792, 11.164, -8.145)  0.1168
H (26.268, 12.763, -8.363)  0.1204
H (23.786, 9.555, -8.361)  0.1185
H (22.991, 11.185, -7.925)  0.1020
C (20.880, 15.253, -4.809)  -0.1814
C (20.404, 15.452, -3.389)  -0.1222
C (21.625, 16.209, -2.726)  -0.2145
O (22.116, 16.970, -3.771)  -0.1730
C (21.904, 16.349, -5.069)  -0.1421
H (20.034, 15.272, -5.496)  0.1041
H (21.409, 14.300, -4.838)  0.0787
H (20.096, 14.562, -2.840)  0.0902
H (19.569, 16.146, -3.298)  0.1117
H (22.489, 15.617, -2.423)  0.0913
H (21.360, 16.919, -1.943)  0.1227
H (22.863, 15.904, -5.338)  0.1154
H (21.609, 17.106, -5.796)  0.1195



Entry from the OMol25 dataset: 12 unconnected molecules or ions with the total composition C40H88O12S4 at a distorted geometry (wB97M-V/def2-TZVPD).

Summary:
E   -4072.134152 a.u.
Frontier orbital gap   0.331 Ha
HOMO   -8.582 eV

Last column: Löwdin charge in e.
Element x y z (Å)
C (-0.434, -0.675, -5.340)  -0.1548
C (0.474, -1.931, -5.318)  -0.1356
C (0.048, -2.671, -3.995)  -0.1628
O (-0.995, -1.859, -3.419)  -0.1540
C (-0.928, -0.540, -3.878)  -0.2360
H (-1.374, -0.896, -5.844)  0.1010
H (-0.088, 0.267, -5.855)  0.1059
H (1.514, -1.592, -5.143)  0.1063
H (0.415, -2.718, -6.041)  0.0921
H (0.947, -2.715, -3.346)  0.0956
H (-0.388, -3.653, -4.231)  0.1167
H (-0.084, 0.106, -3.381)  0.1168
H (-1.823, -0.008, -3.753)  0.1003
C (1.006, 3.027, -5.217)  -0.2018
C (2.241, 3.344, -4.378)  -0.1620
C (1.600, 4.233, -3.324)  -0.2284
O (0.690, 5.078, -4.012)  -0.1733
C (0.269, 4.341, -5.265)  -0.1496
H (0.382, 2.264, -4.686)  0.1002
H (1.086, 2.646, -6.282)  0.1310
H (2.946, 3.861, -5.051)  0.1189
H (2.722, 2.390, -3.970)  0.1290
H (2.346, 4.739, -2.765)  0.1104
H (1.003, 3.549, -2.695)  0.0988
H (0.542, 5.060, -6.075)  0.1270
H (-0.811, 4.259, -5.186)  0.1025
C (-2.177, -5.371, -0.642)  -0.1693
C (-0.882, -4.909, 0.144)  -0.1457
C (0.178, -6.014, -0.107)  -0.1850
O (-0.599, -7.141, -0.569)  -0.1581
C (-1.686, -6.614, -1.362)  -0.2040
H (-2.508, -4.626, -1.335)  0.0903
H (-2.992, -5.638, 0.034)  0.1067
H (-1.044, -4.922, 1.199)  0.0786
H (-0.459, -3.912, -0.246)  0.1256
H (0.767, -6.347, 0.760)  0.1241
H (0.806, -5.626, -0.912)  0.0999
H (-2.538, -7.331, -1.408)  0.1292
H (-1.303, -6.280, -2.350)  0.1210
C (-3.594, 3.122, 3.602)  -0.1517
C (-3.639, 1.604, 3.668)  -0.1439
C (-5.081, 1.221, 3.121)  -0.1839
O (-5.601, 2.419, 2.542)  -0.1436
C (-4.476, 3.339, 2.402)  -0.1733
H (-2.624, 3.556, 3.573)  0.0809
H (-4.042, 3.337, 4.524)  0.1010
H (-3.451, 1.201, 4.684)  0.1073
H (-2.853, 1.216, 2.985)  0.0888
H (-5.790, 0.770, 3.804)  0.1036
H (-5.085, 0.429, 2.325)  0.0951
H (-4.968, 4.281, 2.412)  0.1121
H (-4.009, 3.198, 1.436)  0.1058
C (4.464, 3.219, 0.206)  -0.1487
C (5.710, 2.558, -0.469)  -0.1406
C (5.057, 2.093, -1.773)  -0.1739
O (3.660, 1.715, -1.510)  -0.1705
C (3.263, 2.362, -0.317)  -0.2570
H (4.330, 4.248, -0.211)  0.1196
H (4.491, 3.243, 1.249)  0.0674
H (6.135, 1.776, 0.203)  0.1158
H (6.507, 3.266, -0.641)  0.0994
H (5.519, 1.181, -2.202)  0.1135
H (4.979, 2.875, -2.517)  0.1073
H (3.061, 1.634, 0.553)  0.1015
H (2.312, 2.954, -0.384)  0.0745
C (-3.004, -4.743, 4.855)  -0.1662
C (-3.157, -3.351, 4.246)  -0.1971
C (-2.701, -2.420, 5.316)  -0.2304
O (-2.783, -3.080, 6.562)  -0.1297
C (-3.130, -4.435, 6.361)  -0.2033
H (-2.054, -5.301, 4.638)  0.1199
H (-3.783, -5.398, 4.447)  0.1072
H (-4.291, -3.187, 4.070)  0.1459
H (-2.653, -3.359, 3.297)  0.0803
H (-3.250, -1.436, 5.347)  0.1228
H (-1.609, -2.181, 5.153)  0.1298
H (-4.186, -4.614, 6.611)  0.1189
H (-2.473, -4.985, 6.996)  0.1076
C (-4.766, -2.311, -0.112)  -0.1148
C (-4.511, -1.172, -1.140)  -0.1380
C (-3.706, -0.190, -0.297)  -0.2459
O (-2.858, -1.036, 0.364)  -0.1716
C (-3.442, -2.288, 0.710)  -0.1471
H (-5.002, -3.184, -0.707)  0.1019
H (-5.602, -1.992, 0.473)  0.0958
H (-5.397, -0.725, -1.575)  0.1087
H (-3.890, -1.517, -1.982)  0.1134
H (-4.284, 0.383, 0.412)  0.1021
H (-3.117, 0.458, -0.904)  0.0829
H (-3.625, -2.407, 1.793)  0.0946
H (-2.789, -3.064, 0.462)  0.0626
C (3.236, -1.048, 3.192)  -0.1841
C (3.018, -2.541, 3.213)  -0.1550
C (4.361, -3.046, 2.699)  -0.1966
O (4.690, -2.103, 1.688)  -0.1792
C (4.356, -0.824, 2.243)  -0.2091
H (3.536, -0.646, 4.180)  0.1263
H (2.319, -0.529, 2.875)  0.0952
H (2.133, -2.892, 2.602)  0.1291
H (2.814, -2.832, 4.262)  0.1155
H (4.372, -4.016, 2.205)  0.1183
H (5.162, -3.054, 3.428)  0.1181
H (4.040, -0.174, 1.406)  0.0936
H (5.276, -0.365, 2.692)  0.1361
C (-0.367, 0.496, 1.475)  -0.2063
S (-0.292, 0.740, -0.324)  0.8418
O (0.326, 2.095, -0.496)  -0.5655
C (1.018, -0.358, -0.702)  -0.2577
H (-1.000, 1.297, 1.748)  0.0042
H (0.697, 0.556, 1.749)  0.0444
H (-0.953, -0.376, 1.763)  0.0518
H (1.878, -0.134, -0.115)  0.0239
H (1.219, -0.124, -1.772)  0.0522
H (0.661, -1.416, -0.707)  0.0705
C (4.768, -1.757, -1.450)  -0.2489
S (4.076, -3.431, -1.357)  0.8392
O (2.610, -3.291, -1.499)  -0.5738
C (4.643, -4.019, -3.047)  -0.2209
H (5.844, -1.820, -1.257)  0.0716
H (4.259, -1.160, -0.681)  0.0335
H (4.447, -1.322, -2.338)  0.0224
H (4.563, -3.231, -3.765)  0.0325
H (4.107, -4.877, -3.355)  0.0311
H (5.698, -4.252, -3.092)  0.0437
C (-1.673, 4.069, -1.698)  -0.2825
S (-2.554, 5.472, -1.058)  0.8179
O (-2.567, 5.459, 0.438)  -0.5584
C (-1.351, 6.689, -1.574)  -0.2690
H (-2.240, 3.174, -1.354)  0.0535
H (-0.634, 3.925, -1.353)  0.0294
H (-1.597, 4.146, -2.785)  0.0462
H (-1.680, 7.705, -1.421)  0.0401
H (-1.366, 6.718, -2.720)  0.0857
H (-0.428, 6.577, -1.047)  0.0341
C (0.019, 3.761, 3.151)  -0.2697
S (1.571, 3.927, 2.248)  0.8025
O (2.752, 4.195, 3.113)  -0.5362
C (1.057, 5.476, 1.482)  -0.2522
H (-0.236, 4.616, 3.735)  0.0539
H (-0.041, 2.816, 3.692)  0.0580
H (-0.661, 3.784, 2.315)  0.0243
H (1.846, 5.653, 0.736)  0.0431
H (1.124, 6.327, 2.216)  0.0820
H (0.061, 5.504, 0.999)  0.0349



> Among the records above, which one has the highest E?

C40H88O12S4